Record 1
22
Properties=species:S:1:pos:R:3:forces:R:3 method="wB97M-V/def2-TZVPD" total_charge=0 multiplicity=1 gap_ev=8.525 de_lowest_kcal_mol=33.5
N -0.249018 -0.170654 2.121342 0.814 -0.625 0.678
N -0.297809 -1.111452 1.033251 -0.129 -1.391 0.656
C -1.523221 -1.323891 0.416467 0.252 0.483 -0.550
F -1.802098 -2.634869 0.271901 -0.014 0.215 -0.036
C -2.284889 -0.395865 -0.276600 1.342 -1.567 1.326
F -3.393655 -0.914213 -0.878962 0.266 0.595 0.364
C -2.069377 1.013079 -0.399108 -1.464 0.612 -0.801
C -0.924511 1.737027 -0.314013 0.080 -0.946 -0.534
F -0.946555 3.060669 -0.529696 -0.193 0.205 0.371
C 0.375344 1.139771 -0.276198 2.615 -0.523 -0.778
F 1.459318 1.862321 0.284325 -1.323 0.175 -0.080
C 0.788328 -0.065315 -0.744039 0.695 0.307 -0.755
C 2.296967 -0.603054 -0.622448 -2.701 -0.728 2.018
O 3.194017 -0.060645 -1.522142 0.615 0.672 -0.378
H 0.648181 0.292338 2.122951 0.975 -0.573 -0.194
H -0.770999 0.678099 2.008452 -1.501 -0.148 -0.884
H 0.320320 -1.990867 1.212516 -2.053 2.116 -0.097
H -3.019479 1.509938 -0.744110 1.218 -0.157 0.437
H 0.138104 -0.662935 -1.422348 0.394 0.660 0.786
H 2.159450 -1.725666 -0.785034 0.716 1.473 -0.306
H 2.577565 -0.550210 0.498519 -0.025 0.375 -1.635
H 3.324018 0.916388 -1.455035 -0.575 -1.231 0.392

Record 2
94
Properties=species:S:1:pos:R:3:forces:R:3 method="wB97M-V/def2-TZVPD" total_charge=+1 multiplicity=1 gap_ev=8.457
C 3.979055 0.218209 0.670109 -0.065 -0.051 -0.076
O 2.604355 -0.083653 0.509160 -0.034 0.148 0.134
C 2.125751 -1.177316 1.271326 -0.003 -0.049 -0.101
C 1.545049 -2.261943 0.353597 0.105 -0.013 0.010
C 0.084906 -2.605441 0.621921 -0.074 0.023 -0.033
C -0.386732 -3.803318 -0.214453 0.034 -0.051 0.054
C -1.875478 -3.773704 -0.615086 -0.007 0.027 0.007
C -2.756876 -4.875773 0.006139 -0.062 -0.040 0.016
C -3.862030 -4.315707 0.902922 -0.036 0.064 -0.045
C -4.976051 -3.654633 0.079059 0.002 -0.093 0.066
C -5.798644 -2.748380 0.972966 -0.120 0.083 0.013
N -7.044307 -2.147494 0.320855 0.220 -0.002 0.069
C -8.285436 -2.881987 0.775139 0.270 -0.230 -0.092
N -8.591983 -2.442860 2.099914 -0.180 0.114 -0.065
C -6.961072 -1.962336 -1.164153 0.193 0.096 0.100
C -7.963551 -0.907878 -1.610127 -0.084 -0.093 0.124
N -7.493184 0.371602 -1.096675 0.015 0.062 0.023
H 4.129585 1.250304 0.359594 0.028 -0.023 -0.030
H 4.296972 0.121833 1.711065 0.010 0.014 -0.014
H 4.595963 -0.434011 0.043513 0.077 -0.001 0.078
H 1.352829 -0.799778 1.951968 -0.013 -0.020 -0.021
H 2.929532 -1.587293 1.889461 -0.007 0.020 0.013
H 1.634560 -1.888677 -0.669507 0.008 -0.063 0.015
H 2.153533 -3.169613 0.404205 -0.035 -0.008 0.037
H -0.060601 -2.800513 1.689978 -0.037 -0.036 -0.022
H -0.532940 -1.731015 0.386859 0.077 0.021 -0.007
H -0.175325 -4.722835 0.339283 0.031 0.005 -0.071
H 0.228554 -3.857735 -1.115866 -0.041 0.058 -0.008
H -1.949727 -3.812141 -1.703051 -0.009 -0.019 0.013
H -2.282044 -2.795451 -0.331955 -0.005 -0.018 -0.030
H -2.143825 -5.566827 0.587949 0.011 0.062 0.006
H -3.218130 -5.481449 -0.780486 0.010 -0.012 0.046
H -4.293471 -5.098870 1.531858 -0.006 0.004 -0.027
H -3.429371 -3.571920 1.581863 0.030 -0.042 -0.005
H -5.602830 -4.435655 -0.363857 0.017 0.013 -0.012
H -4.526464 -3.093172 -0.742522 -0.014 0.009 0.042
H -5.205072 -1.912009 1.343038 0.039 -0.020 -0.105
H -6.167519 -3.290901 1.843109 0.049 0.090 0.031
H -7.103312 -1.188557 0.679343 -0.192 0.039 -0.012
H -8.009299 -3.936552 0.792523 -0.104 0.001 -0.060
H -9.048741 -2.740080 0.010248 -0.042 0.105 0.051
H -9.104337 -1.568594 2.106551 -0.030 -0.008 0.007
H -9.143693 -3.121910 2.606629 0.123 -0.065 0.058
H -7.042588 -2.926493 -1.660644 -0.173 -0.002 0.058
H -5.961292 -1.566547 -1.343707 -0.001 -0.125 -0.151
H -8.106166 -0.988171 -2.692167 0.144 0.144 -0.005
H -8.941533 -1.084146 -1.159654 -0.040 -0.103 -0.118
H -8.205054 1.087941 -1.154423 -0.047 -0.018 0.043
H -6.696443 0.713351 -1.621144 0.031 -0.014 -0.012
C 2.292517 6.884639 1.201317 0.006 0.010 -0.005
C 2.381914 5.882092 0.063969 0.015 -0.007 -0.006
O 3.440901 4.949636 0.196488 -0.011 0.002 0.000
C 3.396619 4.122938 1.346482 0.022 -0.012 -0.010
C 2.167333 3.234707 1.424440 -0.004 -0.015 -0.056
H 3.242369 7.404841 1.329641 0.000 -0.007 0.008
H 1.522757 7.624373 0.976145 0.009 0.007 -0.002
H 2.026779 6.412076 2.147663 -0.011 0.000 -0.003
H 2.589512 6.399496 -0.872730 -0.019 0.010 0.003
H 1.423644 5.363206 -0.058302 0.006 -0.013 0.005
H 3.493288 4.722637 2.259633 -0.006 0.017 -0.013
H 4.292951 3.505432 1.271218 -0.005 -0.006 0.018
H 1.248131 3.809373 1.548470 0.016 0.017 0.034
H 2.255442 2.559298 2.277470 0.006 -0.007 -0.008
H 2.077968 2.626508 0.523409 -0.029 -0.017 0.018
C 1.727165 0.151596 -2.803761 -0.016 0.018 0.011
C 1.054125 -0.550612 -3.967677 -0.030 -0.020 0.014
O -0.319800 -0.218135 -4.124314 -0.001 0.005 0.003
C -0.590507 1.151781 -4.373439 -0.002 -0.014 0.004
C 0.051701 1.693441 -5.638241 -0.010 0.000 -0.007
H 1.185722 -0.026396 -1.875034 0.006 0.033 0.012
H 2.742240 -0.227567 -2.676503 -0.007 -0.012 0.007
H 1.799755 1.229981 -2.951594 0.018 -0.007 -0.032
H 1.054362 -1.629321 -3.805013 0.024 0.001 0.000
H 1.602368 -0.367033 -4.897839 -0.017 0.013 -0.006
H -0.300935 1.764659 -3.512105 0.008 -0.012 0.006
H -1.676987 1.204972 -4.457478 0.001 0.022 -0.003
H 1.139407 1.716304 -5.569351 -0.002 0.010 0.007
H -0.286057 2.716684 -5.808993 -0.006 -0.005 -0.009
H -0.227765 1.088920 -6.501902 0.010 -0.004 0.001
C 9.259316 1.484516 1.733079 0.002 -0.009 -0.010
C 7.913903 1.924732 1.185268 -0.020 -0.007 -0.021
O 6.801587 1.292105 1.802679 -0.047 0.039 0.028
C 6.679534 1.492946 3.201747 0.030 -0.033 -0.002
C 6.540434 2.946736 3.618041 -0.003 0.001 -0.004
H 9.362036 0.400138 1.676979 -0.001 0.001 0.010
H 10.057187 1.936958 1.142680 -0.001 -0.011 -0.005
H 9.404457 1.792928 2.768917 0.003 0.010 -0.003
H 7.831681 1.652234 0.133040 0.016 0.015 -0.004
H 7.816714 3.014368 1.245003 -0.012 -0.003 0.015
H 7.521077 1.031015 3.729902 0.003 -0.008 -0.012
H 5.783611 0.936969 3.482739 0.001 0.012 0.020
H 7.443322 3.522047 3.411254 0.004 -0.005 0.008
H 6.357019 3.000642 4.692239 -0.009 0.000 -0.003
H 5.705680 3.421238 3.101697 0.007 0.008 -0.001

Record 3
82
Properties=species:S:1:pos:R:3:forces:R:3 method="wB97M-V/def2-TZVPD" total_charge=0 multiplicity=1 gap_ev=10.724 smiles="COP(=O)(OC)OC.COP(=O)(OC)OC.COP(=O)(OC)OC.COP(=O)(OC)OC.CCOC(C)=O"
C 3.387521 -2.458484 2.526204 0.500 0.466 0.561
O 2.244741 -3.092994 1.966064 -1.319 -0.154 -0.647
P 0.723031 -2.511894 1.987054 0.620 1.576 0.717
O 0.458661 -1.376514 1.023514 0.444 -2.292 2.512
O 0.556891 -2.169234 3.602634 -0.087 1.380 -1.327
C 0.602181 -3.062874 4.729014 0.205 -0.721 -1.644
O -0.180439 -3.812824 1.790794 0.197 0.592 0.544
C -1.618459 -3.862974 2.147414 1.136 -0.290 -0.312
H 4.303801 -2.720384 1.997114 -0.384 -0.428 -0.373
H 3.535071 -2.775704 3.558534 -0.216 -0.109 0.067
H 3.387871 -1.368494 2.529624 -0.620 0.059 -0.181
H 1.565631 -3.082774 5.238384 0.098 0.471 -0.140
H 0.499981 -4.028784 4.234374 -0.397 -0.544 0.897
H -0.186589 -2.805404 5.435874 -0.023 -0.110 -0.265
H -2.115749 -2.896434 2.228764 0.287 0.115 -0.661
H -1.744819 -4.314174 3.131564 0.293 -0.320 -0.125
H -1.952339 -4.516924 1.341834 -0.734 0.313 0.376
C 3.719201 5.663166 -0.320516 -1.361 1.310 1.739
O 4.462471 6.928706 -0.094146 -0.616 0.288 -1.417
P 3.943441 8.399596 -0.595526 -0.250 -1.736 0.041
O 4.901501 9.484966 -0.288956 -1.139 -1.107 -0.362
O 2.462081 8.438876 0.106184 1.758 -0.734 -0.655
C 1.823191 9.699236 0.025994 -0.576 0.325 -1.017
O 3.572531 8.168256 -2.175736 -0.594 0.866 1.127
C 4.621361 7.865826 -3.109536 0.932 0.629 1.428
H 3.929961 4.987826 -1.149726 1.107 0.473 0.116
H 2.644591 5.830936 -0.392376 -0.084 0.676 -0.403
H 3.734641 5.245776 0.686284 0.672 -0.778 -0.396
H 2.322081 10.377216 0.718494 -0.319 0.326 -0.389
H 0.742661 9.634116 0.153754 0.130 -0.487 0.954
H 1.821341 9.952966 -1.034056 0.601 0.953 0.018
H 5.517501 8.369816 -2.747556 0.448 -0.491 0.321
H 4.550561 8.374046 -4.071196 -1.116 -0.660 -0.148
H 4.704881 6.781466 -3.036746 0.396 0.139 -0.958
C -12.575699 -7.123954 -4.800626 0.853 2.439 -2.948
O -12.517579 -8.339364 -4.167566 0.736 -1.052 1.944
P -11.607849 -8.380304 -2.857876 0.691 -0.795 1.738
O -12.011159 -7.454484 -1.764056 0.598 -0.745 -1.268
O -10.035949 -8.212994 -3.369916 -3.405 0.570 -0.193
C -9.023149 -8.085444 -2.388566 0.937 -1.836 0.048
O -11.722129 -9.952814 -2.438896 0.097 1.075 -0.102
C -12.642559 -10.377844 -1.388756 0.064 0.581 -0.120
H -12.027669 -7.258254 -5.733216 -0.411 -0.076 -0.545
H -12.013629 -6.263574 -4.437426 0.045 -0.307 1.274
H -13.557599 -6.713694 -5.036586 -0.305 -0.726 0.340
H -8.126529 -7.665654 -2.844586 -0.382 0.571 0.013
H -8.760449 -9.134374 -2.251326 0.403 -0.036 0.792
H -9.290339 -7.649824 -1.425796 -0.285 0.322 -0.376
H -12.991699 -9.515914 -0.820186 -0.015 0.063 -0.152
H -12.135809 -11.034704 -0.681766 0.230 -0.059 -0.372
H -13.493449 -10.889224 -1.838846 0.150 0.011 -0.073
C -2.824909 6.163926 -3.289676 0.154 -0.900 -0.653
O -4.229619 5.991816 -2.951256 -0.228 -0.003 -0.161
P -4.875489 6.685836 -1.681026 0.217 1.081 0.958
O -4.551289 8.139986 -1.650926 -0.727 -1.943 0.706
O -6.468559 6.233036 -1.691986 2.048 0.941 -0.227
C -7.409969 6.608236 -0.667306 -0.641 -0.115 0.505
O -4.241989 5.770136 -0.449276 -0.507 1.319 -1.014
C -4.591369 4.419446 -0.625376 -0.572 -1.908 -0.831
H -2.765369 6.387256 -4.354886 -0.258 0.570 0.177
H -2.330789 5.193406 -3.244566 -0.273 -0.252 0.429
H -2.206569 6.837746 -2.696616 -0.767 0.349 0.159
H -7.824559 5.677866 -0.279196 -0.035 0.017 -0.090
H -8.229419 7.230056 -1.027786 0.122 -0.282 -0.835
H -7.109639 7.196216 0.199984 1.201 -0.157 -0.175
H -3.885129 3.662156 -0.285016 0.349 0.736 0.988
H -4.620839 4.117576 -1.672326 -0.173 0.445 -0.340
H -5.592359 4.193346 -0.257966 0.101 0.103 0.404
C 12.389621 -3.335214 3.114554 1.755 0.874 -0.103
C 13.712801 -3.206324 3.907954 -0.437 -0.310 0.433
O 14.812391 -3.220334 2.959084 1.459 0.504 0.385
C 15.915051 -2.394744 3.123694 -1.779 2.568 2.161
C 16.975381 -2.431294 2.104894 -0.238 -1.042 -0.163
O 15.981601 -1.500974 3.967694 -0.747 -1.880 -0.593
H 11.940581 -4.294394 3.372304 -0.562 0.508 -0.253
H 12.728701 -3.296864 2.079354 -0.359 -0.517 -0.190
H 11.830791 -2.405114 3.218144 -0.637 -0.521 0.358
H 13.740731 -2.386294 4.625504 0.265 0.500 -0.657
H 13.758361 -4.068304 4.573544 0.652 -0.332 -0.287
H 16.611111 -1.828554 1.272964 0.165 -0.268 -0.251
H 17.108421 -3.484084 1.855844 0.492 0.211 -0.597
H 17.844541 -1.949094 2.552274 -0.029 -0.295 -0.242

The evaluated calculated total energy for the records listed, in turn: -855.5820, -1454.6515, -3355.9851 hartree.